(1)
ORCA calculation (ωB97M-V/def2-TZVPD) on C24H25N5S3V as an isolated structure.

Structure (ORCA input):
```
! wB97M-V def2-TZVPD RIJCOSX def2/J DEFGRID3
* xyz 1 3
V 0.52208 0.84801 -0.84782
C -2.21752 1.68483 -1.04892
N -0.90171 2.29236 -0.72614
C -0.62216 3.40418 -1.66272
C -0.83474 2.75656 0.65977
C -1.85838 3.41595 1.30924
C -1.68052 3.80066 2.63096
C -0.49602 3.49948 3.28315
C 0.53919 2.84814 2.62788
C 0.39389 2.49882 1.28895
N 1.30349 1.86622 0.42684
C 2.67350 2.13729 0.34961
C 3.49807 2.76764 1.28011
C 4.83529 2.98272 0.98305
C 5.37301 2.59740 -0.23431
C 4.56214 1.97951 -1.17452
C 3.23364 1.75308 -0.87660
N 2.30188 1.10657 -1.80518
C 2.19348 1.84667 -3.08159
C 2.75630 -0.28493 -2.06739
H -2.99621 2.44442 -1.14761
H -2.14193 1.14978 -1.99361
H -2.49466 0.98621 -0.26478
H -1.36679 4.19636 -1.56015
H 0.35873 3.82669 -1.45059
H -0.65510 3.03155 -2.68794
H -2.79573 3.62865 0.81076
H -2.47121 4.32500 3.14870
H -0.37527 3.76224 4.32545
H 1.43050 2.58712 3.17669
H 3.10866 3.11325 2.22269
H 5.46663 3.45870 1.72134
H 6.41273 2.78870 -0.45870
H 4.98028 1.69005 -2.13118
H 3.10836 1.76227 -3.67142
H 1.37031 1.43630 -3.67155
H 2.01598 2.90031 -2.88185
H 3.76512 -0.29004 -2.48419
H 2.76879 -0.84463 -1.13147
H 2.08240 -0.76429 -2.77334
S 0.38953 -5.66599 2.17794
C -0.20319 -4.54864 1.13355
S 0.82988 -3.24691 0.55679
C -0.54188 -2.55368 -0.29089
N -1.61373 -3.23243 -0.16066
N -1.45599 -4.34858 0.60245
C -2.63792 -5.16191 0.72967
C -3.86068 -4.57434 0.40063
C -5.02597 -5.31665 0.46140
C -4.99359 -6.64762 0.84820
C -3.78186 -7.22460 1.18331
C -2.60343 -6.49421 1.12720
S -0.46233 -1.12669 -1.24430
H -3.89518 -3.53979 0.09973
H -5.96713 -4.85007 0.20232
H -5.90561 -7.22881 0.88136
H -3.74119 -8.26037 1.49293
H -1.67620 -6.96850 1.38677
*
```

* HOMO-LUMO gap (alpha / beta): 6.12 / 6.85 eV
* LUMO energy (alpha / beta): -3.88 / -3.18 eV

---

(2)
ORCA calculation (ωB97M-V/def2-TZVPD) on a 2-piece molecular cluster, C28H36N3 overall.

Structure (ORCA input):
```
! wB97M-V def2-TZVPD RIJCOSX def2/J DEFGRID3
* xyz 1 1
C -5.52412 2.00522 -0.43407
C -6.46121 1.04043 -1.15833
N -5.78639 0.35267 -2.28019
C -6.63713 -0.03464 -3.41863
C -6.14245 -1.31785 -4.08572
C -4.64580 -1.22093 -4.42345
C -3.82219 -0.72618 -3.26831
C -4.42328 0.05795 -2.25289
C -3.63270 0.52191 -1.18096
C -2.30322 0.20035 -1.13272
C -1.70187 -0.63366 -2.09025
C -0.38548 -1.12323 -1.86258
C 0.42641 -0.61439 -0.86457
C 1.48224 -1.29155 -0.30126
C 2.21977 -0.80036 0.81044
C 2.17667 0.54784 1.21746
C 2.87823 0.99382 2.30965
C 3.65933 0.08592 3.06233
N 4.38238 0.52868 4.16937
C 4.30801 1.92260 4.64988
C 4.03101 2.89768 3.50732
C 2.81224 2.44584 2.69125
C 5.27555 -0.37538 4.92071
C 4.76668 -1.81733 4.90265
C 4.48945 -2.27865 3.46514
C 3.70500 -1.27321 2.67197
C 3.00520 -1.68612 1.56527
C -2.49210 -1.07178 -3.17156
C -4.22504 1.29687 -0.04250
H -5.29376 2.84940 -1.09580
H -6.01196 2.43669 0.45077
H -6.82382 0.27109 -0.46913
H -7.34852 1.55895 -1.53730
H -7.67099 -0.13677 -3.07024
H -6.63145 0.79548 -4.13186
H -6.31167 -2.16430 -3.40774
H -6.73187 -1.53313 -4.98812
H -4.26350 -2.19512 -4.75372
H -4.50002 -0.54381 -5.27340
H -1.73742 0.52753 -0.28060
H -0.06501 -1.99903 -2.39899
H 0.16585 0.33316 -0.43398
H 1.67839 -2.29034 -0.64593
H 1.60200 1.25688 0.64896
H 3.51335 1.97062 5.40160
H 5.24093 2.16746 5.17120
H 3.88758 3.91452 3.89711
H 4.91424 2.94698 2.85751
H 2.71600 3.05719 1.78489
H 1.89300 2.61533 3.26558
H 6.26946 -0.31447 4.46483
H 5.38205 -0.00317 5.94646
H 5.48583 -2.48808 5.39457
H 3.84311 -1.87839 5.49318
H 5.43343 -2.47572 2.94441
H 3.95163 -3.23511 3.46715
H 3.03026 -2.72191 1.27590
H -2.04668 -1.68881 -3.93292
H -3.48589 2.01660 0.33218
H -4.40700 0.60491 0.78955
C 2.95061 -0.54541 -4.01350
N 3.48900 -0.07692 -2.75943
H 2.01825 -0.02768 -4.24910
H 3.65080 -0.38244 -4.83640
H 2.72624 -1.61301 -3.96257
H 4.35154 -0.55669 -2.52565
H 3.70084 0.91497 -2.79492
*
```

* HOMO-LUMO gap: 5.37 eV
* LUMO energy: -4.11 eV

---

(3)
ORCA calculation (ωB97M-V/def2-TZVPD) on a 2-piece molecular cluster, C3H9NO2S overall.

Structure (ORCA input):
```
! wB97M-V def2-TZVPD RIJCOSX def2/J DEFGRID3
* xyz -1 2
O 1.54966 -2.13907 0.51048
C 0.76748 -1.35492 0.95190
N 0.26854 -0.36799 0.12577
C -1.02524 0.29823 0.40594
C -0.88865 1.87568 0.28365
S 0.33933 2.54701 1.55901
H 0.38218 -1.61546 1.99651
H 0.59853 -0.13960 -0.71481
H -1.35731 0.01416 1.29248
H -1.75120 0.06528 -0.28831
H -1.86461 2.46221 0.23946
H -0.66123 2.03111 -0.74164
H 0.91054 1.46830 1.71542
H 0.89450 -2.38691 -2.14680
H 0.85064 -0.94568 -2.38253
O 0.98683 -1.81236 -2.80653
*
```

* HOMO-LUMO gap (alpha / beta): 2.45 / 9.10 eV
* LUMO energy (alpha / beta): 3.25 / 3.33 eV

---

(4)
ORCA calculation (ωB97M-V/def2-TZVPD) on one molecule with the formula C12H14O.

Structure (ORCA input):
```
! wB97M-V def2-TZVPD RIJCOSX def2/J DEFGRID3
* xyz 0 1
C -3.11877 1.07747 0.92161
C -1.94120 1.82318 1.02729
C -3.10600 -0.00204 0.13900
C -0.79063 1.43844 0.33135
C -1.95437 -0.50916 -0.46038
C -0.77303 0.16431 -0.32223
C 1.32583 0.72901 -1.65697
C 0.83429 -0.50894 -2.35388
C 2.52236 -0.31969 1.16291
C 1.14053 -0.67099 1.64362
C 0.56575 -0.28418 -0.91795
C 1.53534 -1.02354 0.16293
O 1.85731 -2.32234 -0.17017
H -4.03818 1.60386 1.32885
H -1.95288 2.73434 1.62944
H -4.11062 -0.61373 0.05782
H 0.05114 1.95002 0.60154
H -2.07574 -1.41376 -1.11219
H 2.38130 0.75894 -1.51203
H 0.78161 1.63147 -1.92845
H 0.09068 -0.37759 -3.10906
H 1.63264 -1.27171 -2.53391
H 2.72159 0.69302 0.99245
H 3.29467 -0.85080 1.60796
H 1.09052 -1.59014 2.35097
H 0.56895 0.26111 1.83690
H 1.46688 -3.10659 0.28256
*
```

* HOMO-LUMO gap: 9.98 eV
* SMILES string: OC1(C2(c3ccccc3)CC2)CC1
* LUMO energy: 0.85 eV

---

(5)
ORCA calculation (ωB97M-V/def2-TZVPD) on a 2-piece molecular cluster, C10H17NOP overall.

Structure (ORCA input):
```
! wB97M-V def2-TZVPD RIJCOSX def2/J DEFGRID3
* xyz 1 1
C 4.45532 -0.11808 0.44663
C 3.98250 0.98228 -0.26106
C 3.63079 -1.16628 0.93914
C 2.70248 0.89818 -0.65461
C 2.28601 -1.17167 0.54777
C 1.89612 -0.18523 -0.35816
C -3.73570 0.19208 0.71403
C -3.06743 -0.83473 -1.30214
C 0.36010 -0.24659 -0.54421
C -0.24364 0.17873 0.74271
N -2.71977 -0.60069 0.03560
O -0.15555 0.72837 -1.51425
P -0.67283 1.85737 0.90023
H 5.44412 -0.23866 0.88158
H 4.61508 1.75957 -0.57126
H 4.08260 -1.91699 1.66752
H 2.27381 1.62466 -1.32570
H 1.66165 -1.85042 1.17312
H -3.82001 1.33149 0.50028
H -4.76140 -0.10758 0.60367
H -3.56602 0.11439 1.73314
H -2.29409 -1.50645 -1.79677
H -4.11325 -1.28170 -1.62105
H -3.13494 0.23044 -1.80121
H 0.29356 -1.31493 -0.73921
H -0.07269 -0.43165 1.63524
H -2.49853 -1.48823 0.56664
H -0.04102 0.39027 -2.48407
H -1.39629 2.05461 -0.27802
H -1.39101 2.11745 2.16443
*
```

* HOMO-LUMO gap: 7.14 eV
* LUMO energy: -5.37 eV

---

(6)
ORCA calculation (ωB97M-V/def2-TZVPD) on one molecule with the formula C4Cl3N3.

Structure (ORCA input):
```
! wB97M-V def2-TZVPD RIJCOSX def2/J DEFGRID3
* xyz 0 1
C -1.85390 1.02027 -0.14090
C 1.75625 -0.71128 0.05610
C 1.86689 0.60904 -0.15993
C -0.53152 -0.91527 0.13955
N -2.74505 1.74172 -0.24130
N 0.67423 -1.45934 0.13571
N -0.76326 0.33334 -0.04881
Cl 3.25175 -1.57009 -0.16694
Cl 2.07457 2.06242 0.46457
Cl -1.80634 -2.05889 0.40363
*
```

* HOMO-LUMO gap (alpha / beta): 7.01 / 7.01 eV
* LUMO energy (alpha / beta): -2.55 / -2.55 eV

---

Max |F| values (in eV/Å) by entry order: 1.6; 1.9; 7.5; 4.7; 4.2; 2.5.